No. 1
Density functional theory data (ωB97M-V with the def2-TZVPD basis set) for C23H26CdN8O5S3 as an isolated structure.

Output
energy above the lowest of the compared OMol25 structures with the same formula, charge and spin: 0.0 kcal/mol
F_max: 0.22 eV/Å
net charge: 0

Structure (XYZ):
```
66
Properties=species:S:1:pos:R:3:forces:R:3:mulliken_charge:R:1
Cd 1.00521 -0.50308 0.21289 0.2 0.2 0.0 1.8585
N 3.69759 -4.32109 0.39437 0.0 0.0 0.0 0.0392
C 3.29512 -3.05645 0.18952 0.0 0.0 0.0 -0.3795
N 2.57415 -2.36923 1.00515 0.0 0.0 0.0 -0.2712
C 2.10080 -2.96665 2.16285 0.0 0.0 0.1 0.2004
N 1.28670 -2.36823 2.97088 0.0 0.0 -0.1 -0.9004
N 0.89771 -1.13483 2.50406 -0.1 0.0 0.0 0.6067
C 0.28482 -0.38225 3.32173 0.0 0.0 0.0 -0.9761
C -0.12715 0.96093 2.88441 0.0 0.0 0.0 0.9860
C -0.86743 1.79274 3.70826 0.0 0.0 0.0 -0.8213
C -1.21256 3.05325 3.23675 0.0 0.0 0.0 -0.2638
C -0.79949 3.43643 1.97458 0.0 0.0 0.0 -1.0380
C -0.05067 2.53776 1.22052 0.0 0.0 0.0 -0.1172
N 0.27097 1.33434 1.66580 0.0 0.0 0.0 0.0321
C 2.53844 -4.32878 2.47972 0.0 0.0 0.0 0.8409
C 2.16092 -4.98853 3.65169 0.0 0.0 0.0 -0.2543
C 2.57755 -6.28033 3.88753 0.0 0.0 0.0 -0.7781
C 3.37830 -6.93830 2.95155 0.0 0.0 0.0 -0.3578
C 3.76169 -6.30568 1.78881 0.0 0.0 0.0 -0.9114
C 3.33861 -4.99883 1.55765 0.0 0.0 0.0 0.1597
H 4.23223 -4.79414 -0.31479 0.0 0.0 0.0 0.2342
H 3.60903 -2.59823 -0.74313 0.0 0.0 0.0 0.4229
H 0.08048 -0.70799 4.33982 0.0 0.0 0.0 0.3612
H -1.17016 1.45521 4.69082 0.0 0.0 0.0 0.3857
H -1.79902 3.72317 3.85196 0.0 0.0 0.0 0.4394
H -1.05131 4.39744 1.54899 0.0 0.0 0.0 0.4500
H 0.29131 2.79293 0.22564 0.0 0.0 0.0 0.4658
H 1.53369 -4.46055 4.35584 0.0 0.0 0.0 0.4614
H 2.28125 -6.78795 4.79510 0.0 0.0 0.0 0.4017
H 3.70118 -7.95419 3.13622 0.0 0.0 0.0 0.3973
H 4.38053 -6.81231 1.05837 0.0 0.0 0.0 0.3630
O -1.58512 -0.26782 -2.66554 0.0 0.1 0.0 -0.7503
S -1.47538 -1.11698 -1.47743 0.0 -0.1 0.1 0.9635
O -1.27253 -0.27121 -0.26004 -0.1 0.0 -0.1 -0.9167
O -2.53909 -2.07588 -1.32534 0.0 0.1 0.0 -0.6456
S 0.33733 -2.14755 -1.61248 0.0 -0.1 -0.1 -0.8124
C 2.11677 3.90061 -2.47777 0.0 0.0 0.0 -0.8853
N 1.77513 2.60393 -3.03493 0.0 0.0 -0.1 0.2735
C 1.08395 2.42093 -4.22041 0.0 0.0 0.0 -0.2289
C 0.76991 1.11327 -4.30099 0.0 0.0 0.0 -0.7103
N 1.28815 0.51334 -3.17734 0.0 0.0 0.0 0.2602
C 1.88152 1.42524 -2.39604 0.0 -0.1 0.1 0.1279
S 2.67105 1.16173 -0.88803 0.0 0.0 0.0 -0.5875
H 1.22165 4.35954 -2.05490 0.0 0.0 0.0 0.2774
H 2.52737 4.52976 -3.26490 0.0 0.0 0.0 0.3537
H 2.86027 3.76056 -1.69868 0.0 0.0 0.0 0.3111
H 0.86345 3.24380 -4.87547 0.0 0.0 0.0 0.4712
H 0.20628 0.56005 -5.02876 0.0 0.0 0.0 0.4310
H 1.08915 -0.44598 -2.86097 0.0 0.0 0.0 -0.0596
O -1.24831 4.30407 -1.10837 0.0 0.0 0.0 -0.6959
C -1.75391 3.27338 -1.50419 0.0 0.0 0.0 0.1991
O -1.00190 2.29407 -1.97689 -0.1 0.0 0.0 0.2955
C -3.24530 3.01501 -1.42609 0.0 0.0 -0.1 -0.2691
N -3.70499 2.19138 -2.53127 0.0 0.0 0.0 -0.2681
C -4.88576 1.45979 -2.07894 0.0 0.0 0.0 -0.7971
C -4.50051 1.04729 -0.66323 0.0 0.0 0.0 -0.4914
C -3.59694 2.18953 -0.16021 0.0 -0.1 0.0 0.4151
H -3.72514 3.99933 -1.37678 0.0 0.0 0.0 0.4356
H -1.52262 1.49228 -2.25187 0.0 0.0 0.0 0.1118
H -3.86492 2.72338 -3.37588 0.0 0.0 0.0 0.2332
H -5.07046 0.60424 -2.72808 0.0 0.0 0.0 0.3824
H -5.78595 2.09261 -2.06815 0.0 0.0 0.0 0.3299
H -3.94391 0.11294 -0.69069 0.0 0.0 0.0 0.0324
H -5.37237 0.89935 -0.02673 0.0 0.0 0.0 0.4162
H -2.70018 1.77980 0.30640 0.0 0.0 0.0 -0.6780
H -4.09718 2.82765 0.56744 0.0 0.0 0.0 0.4384
```
Positions in Å, forces in eV/Å.

---

No. 2
Density functional theory data (ωB97M-V with the def2-TZVPD basis set) for C31H71BrNO5S2 as an isolated structure.

Output
F_max: 0.44 eV/Å
net charge: -1

Structure (XYZ):
```
111
Properties=species:S:1:pos:R:3:forces:R:3:mulliken_charge:R:1
C 0.03529 -0.99465 0.74578 -0.1 0.1 -0.2 -0.9545
C -1.26562 -0.18846 0.79776 0.0 -0.3 0.0 -0.4227
C -1.55187 0.53348 2.10259 0.1 0.1 -0.1 -0.6174
Br -1.30526 -0.64092 3.63226 -0.1 -0.1 0.0 -0.1521
S -0.60896 2.06429 2.37056 -0.4 0.1 0.1 0.8892
O 0.79576 1.78066 2.10909 0.1 0.0 0.1 -0.6584
O -0.94151 2.49840 3.70633 0.2 -0.1 -0.2 -0.5970
N -1.32610 2.87684 1.21329 0.3 -0.1 -0.1 -0.1876
S -0.76797 4.27938 0.68536 -0.2 0.1 0.2 1.1336
O -0.39402 5.16231 1.76902 -0.1 0.0 -0.2 -0.7774
O -1.72251 4.75853 -0.29623 0.1 0.0 0.2 -0.6817
C 0.73672 3.97350 -0.20913 0.0 0.2 -0.2 -0.7764
C 0.53525 3.19661 -1.51431 0.1 0.2 0.0 -0.5653
C 1.74872 2.33957 -1.89182 -0.2 -0.2 0.0 -0.9295
C 2.13609 1.36289 -0.78342 0.0 0.2 0.1 0.2844
O 3.13438 1.92178 0.07131 0.0 -0.1 0.0 -0.6352
H 0.33706 -1.13293 -0.29594 0.0 0.0 0.0 0.0630
H -0.10721 -1.98246 1.18334 0.1 0.0 0.1 0.5092
H 0.84589 -0.48098 1.25902 0.0 -0.1 0.1 0.3434
H -1.30931 0.55902 0.00267 0.1 0.1 0.1 0.1991
H -2.09855 -0.87830 0.62621 0.0 0.1 -0.1 0.4206
H -2.58430 0.87093 2.13573 0.0 0.0 0.1 0.5841
H 1.43971 3.50343 0.47185 -0.1 -0.1 0.1 0.3583
H 1.09255 4.98710 -0.41049 0.1 -0.1 0.0 0.4643
H 0.31680 3.91628 -2.30615 0.0 -0.1 0.0 0.4316
H -0.34890 2.55673 -1.43963 0.1 0.0 0.1 0.2355
H 2.60724 2.96205 -2.15695 0.0 0.0 0.1 0.3619
H 1.49155 1.74834 -2.77834 0.0 0.1 0.0 0.2511
H 2.51005 0.42091 -1.20044 0.0 0.0 0.0 0.3529
H 1.24755 1.15352 -0.18656 0.0 -0.1 -0.1 -0.3180
H 2.86228 1.74628 0.98125 -0.1 0.1 0.0 0.3826
C 1.79570 -3.35815 -2.38287 0.0 0.0 0.0 -1.3426
C 2.64307 -3.45070 -3.64681 0.0 0.0 0.0 0.1293
C 2.54773 -2.20932 -4.53307 0.0 0.0 0.0 -0.7358
C 1.14656 -1.90956 -5.06864 0.0 0.0 0.0 -0.6312
C 0.51316 -3.04578 -5.87027 0.0 0.0 0.0 -0.4353
C 1.30361 -3.42380 -7.11892 0.0 0.0 0.0 -1.1213
H 0.73268 -3.27106 -2.61293 0.0 0.0 0.0 0.3038
H 1.92314 -4.24122 -1.75516 0.0 0.0 0.0 0.4615
H 2.08147 -2.48554 -1.79163 0.0 0.0 0.0 0.1788
H 2.36217 -4.34246 -4.21577 0.0 0.0 0.0 0.3580
H 3.69109 -3.59044 -3.36513 0.0 0.0 0.0 -0.0147
H 3.24457 -2.31488 -5.37022 0.0 0.0 0.0 0.3243
H 2.89403 -1.34151 -3.96305 0.0 0.0 0.0 0.3439
H 1.20034 -1.01686 -5.69986 0.0 0.0 0.0 0.3892
H 0.48538 -1.64853 -4.23834 0.0 0.0 0.0 0.2638
H -0.49598 -2.74357 -6.16241 0.0 0.0 0.0 0.3945
H 0.39149 -3.92775 -5.23519 0.0 0.0 0.0 0.2344
H 1.41883 -2.56234 -7.78071 0.0 0.0 0.0 0.2895
H 0.79936 -4.21154 -7.68099 0.0 0.0 0.0 0.3848
H 2.30198 -3.78760 -6.86927 0.0 0.0 0.0 0.2079
C -5.39866 -1.34116 9.32874 0.0 0.0 0.0 -1.1948
C -3.92030 -1.11965 9.63092 0.0 0.0 0.0 -0.3351
C -3.51805 0.35414 9.66123 0.0 0.0 0.0 -0.7224
C -3.72940 1.10418 8.34414 0.0 0.0 0.0 -0.7987
C -3.01056 0.49961 7.13879 0.0 0.0 0.0 -0.1831
C -1.49373 0.46333 7.28073 0.0 0.0 0.0 -0.9954
H -5.66739 -0.96023 8.34258 0.0 0.0 0.0 0.2824
H -5.65070 -2.40283 9.34983 0.0 0.0 0.0 0.3740
H -6.02630 -0.83354 10.06538 0.0 0.0 0.0 0.2923
H -3.31428 -1.65376 8.89442 0.0 0.0 0.0 0.2415
H -3.68205 -1.56648 10.60067 0.0 0.0 0.0 0.3625
H -2.46790 0.42692 9.95657 0.0 0.0 0.0 0.3038
H -4.08848 0.86003 10.44822 0.0 0.0 0.0 0.3858
H -3.38899 2.13601 8.47610 0.0 0.0 0.0 0.3869
H -4.80005 1.16777 8.12757 0.0 0.0 0.0 0.3134
H -3.26334 1.08483 6.25163 0.0 0.0 0.0 0.3182
H -3.38518 -0.51094 6.94762 0.0 0.0 0.0 0.2392
H -1.09531 1.46805 7.43515 0.0 0.0 0.0 0.2832
H -1.04411 0.07171 6.36952 0.1 0.0 0.1 0.1193
H -1.17602 -0.16267 8.11829 0.0 0.0 0.0 0.3132
C 6.20960 -4.44929 -5.74540 0.0 0.0 0.0 -0.8498
C 6.38718 -5.78872 -5.03817 0.0 0.0 0.0 -0.4082
C 6.53177 -5.66076 -3.52221 0.0 0.0 0.0 -0.4637
C 7.73941 -4.84408 -3.05826 0.0 0.0 0.0 -0.7173
C 9.08941 -5.35258 -3.56200 0.0 0.0 0.0 -0.4098
C 9.41866 -6.76785 -3.09849 0.0 0.0 0.0 -1.1917
H 7.07642 -3.80059 -5.61053 0.0 0.0 0.0 0.3131
H 6.06697 -4.58764 -6.81825 0.0 0.0 0.0 0.4033
H 5.33427 -3.92277 -5.35710 0.0 0.0 0.0 -0.0385
H 7.25249 -6.31181 -5.45583 0.0 0.0 0.0 0.2741
H 5.52128 -6.42201 -5.24926 0.0 0.0 0.0 0.3502
H 6.57476 -6.66161 -3.08354 0.0 0.0 0.0 0.3402
H 5.62578 -5.19661 -3.11980 0.0 0.0 0.0 0.1359
H 7.75062 -4.83361 -1.96388 0.0 0.0 0.0 0.4018
H 7.61572 -3.80217 -3.36505 0.0 0.0 0.0 0.3293
H 9.86875 -4.67077 -3.21152 0.0 0.0 0.0 0.3687
H 9.12078 -5.30993 -4.65445 0.0 0.0 0.0 0.2342
H 9.41617 -6.82920 -2.00796 0.0 0.0 0.0 0.2930
H 10.40492 -7.07713 -3.44787 0.0 0.0 0.0 0.3814
H 8.69583 -7.49367 -3.47449 0.0 0.0 0.0 0.2772
C -7.46804 6.59191 -2.07721 0.0 0.0 0.0 -1.1814
C -7.44872 6.55135 -0.55262 0.0 0.0 0.0 -0.3966
C -6.08354 6.88451 0.04820 0.0 0.0 0.0 -0.8471
C -4.95390 5.93151 -0.34804 0.0 0.1 0.0 -0.3995
C -5.18954 4.46306 -0.01157 0.0 -0.1 0.0 -0.3584
C -5.32772 4.19977 1.48424 0.0 0.0 0.0 -1.2021
H -6.78492 5.85677 -2.50450 0.0 0.0 0.0 0.2781
H -8.46606 6.38044 -2.46642 0.0 0.0 0.0 0.3807
H -7.16789 7.57700 -2.44274 0.0 0.0 0.0 0.2873
H -7.77177 5.56372 -0.21158 0.0 0.0 0.0 0.2364
H -8.18631 7.26184 -0.16670 0.0 0.0 0.0 0.3712
H -6.17564 6.90899 1.13780 0.0 0.0 0.0 0.3271
H -5.80367 7.90037 -0.25199 0.0 0.0 0.0 0.4175
H -4.03038 6.24883 0.14231 0.0 0.0 0.0 0.2132
H -4.76057 6.02144 -1.42092 0.0 0.0 0.0 0.3398
H -4.33488 3.89610 -0.38659 0.0 0.0 0.0 0.2716
H -6.07394 4.08569 -0.53788 0.0 0.0 0.0 0.3309
H -4.43521 4.53919 2.01325 0.0 0.0 0.0 0.2540
H -5.44341 3.13324 1.68527 0.0 0.0 0.0 0.3543
H -6.19507 4.71018 1.91091 0.0 0.0 0.0 0.3385
```
Positions in Å, forces in eV/Å.

---

No. 3
Density functional theory data (ωB97M-V with the def2-TZVPD basis set) for a 2-piece molecular cluster, C6H12OS overall at a distorted geometry.

Output
energy above the lowest of the compared OMol25 structures with the same formula, charge and spin: 118.5 kcal/mol
F_max: 6.26 eV/Å
net charge: 0

Structure (XYZ):
```
20
Properties=species:S:1:pos:R:3:forces:R:3:mulliken_charge:R:1
C -2.25029 -0.39937 -0.84211 0.5 3.9 -1.7 -0.9808
C -1.54189 0.69420 0.01885 2.1 -5.1 2.9 -0.7600
C -0.01731 0.78125 -0.33406 -2.1 0.3 -4.7 0.1597
C 1.11183 1.33739 0.37395 -0.2 -1.1 3.0 -0.5533
C 1.11883 -0.12921 0.09136 -1.6 -3.4 2.0 0.6965
C 0.76923 -1.21315 1.25502 0.6 -0.3 0.1 -1.2970
H -3.34492 -0.43452 -0.72812 0.6 -0.2 0.3 0.3511
H -2.03466 0.05705 -1.88605 -0.5 -1.5 1.1 0.2457
H -1.70488 -1.26094 -0.65185 0.4 -2.1 -0.2 0.2810
H -1.98938 1.54869 -0.17091 -1.9 4.5 -0.7 0.4710
H -1.73089 0.42406 1.12597 0.5 0.6 -1.5 0.2395
H -0.02039 1.03434 -1.48987 0.5 -0.5 2.1 0.1461
H 0.92564 1.37185 1.44705 0.3 1.1 0.0 0.4001
H 2.31265 1.89657 -0.95297 0.5 -0.5 -2.4 0.3387
H -0.12549 -0.91033 1.85460 0.8 -0.1 -0.4 0.2771
H 0.51443 -2.31769 0.84588 0.8 2.7 0.6 0.3535
H 1.68497 -1.28187 1.96788 -1.6 -0.1 -1.2 0.3102
H 1.73413 -2.59516 -1.03442 1.4 3.6 0.2 0.1033
O 2.11711 2.12078 -0.08102 0.0 1.8 1.9 -0.5582
S 2.47127 -0.72394 -0.80919 -1.0 -3.6 -1.4 -0.2241
```
Positions in Å, forces in eV/Å.

---

For the records above, the corresponding DFT total energy values read -3068.7455 -5025.1849 -709.0506 a.u..